No. 1
Formula: C34H38F2IN4O2
Source: OMol25
Level of theory: ωB97M-V/def2-TZVPD

XYZ file:
```
81
Properties=species:S:1:pos:R:3:lowdin_charge:R:1
C -0.19884 0.32692 -3.57412 -0.164
C -0.12504 0.35750 -1.97168 -0.728
I -0.57468 2.41215 -1.27958 0.828
C -1.15401 -0.62156 -1.22309 -0.159
C -1.45297 -2.00421 -1.97436 -0.249
F -2.19759 -2.00412 -3.19420 0.054
C -0.34768 -3.17201 -1.98366 -0.096
C 1.11598 -2.86360 -2.55992 -0.115
C 2.27686 -3.85470 -2.05566 -0.075
C 3.63182 -2.95237 -1.99167 -0.361
O 3.97720 -2.15692 -2.89000 0.078
N 4.51105 -3.14374 -0.78961 0.052
C 4.19263 -2.16121 0.27070 -0.199
C 2.86029 -1.39293 0.43520 -0.018
C 2.60479 -0.36540 1.59703 -0.050
C 3.72527 -0.07278 2.65973 -0.060
C 5.04355 -0.88105 2.49475 -0.064
C 5.29261 -1.90660 1.34664 -0.001
C -0.53568 -3.94162 -0.59485 -0.277
F 0.11251 -3.06386 0.34906 -0.005
C -0.29955 -5.52016 -0.51476 -0.105
C -0.78204 -6.20944 0.85166 -0.172
C -0.17218 -5.57163 2.17933 -0.184
C -1.13292 -5.52474 3.42773 -0.038
C -0.65180 -4.93144 4.78849 -0.058
C 0.80166 -4.35163 4.94351 -0.061
C 1.75567 -4.42418 3.72851 -0.048
C 1.26307 -5.03678 2.36619 -0.029
C -2.10642 -3.68373 -0.25718 0.223
N -2.45927 -2.65019 -1.02132 -0.057
O -3.75593 -2.26640 -0.84686 0.096
H -1.17010 0.82910 -3.90428 0.083
H 0.66701 0.96578 -3.99427 0.099
H -0.07168 -0.73917 -3.98299 0.075
H 0.97123 0.19045 -1.67567 0.068
H -0.76613 -0.75641 -0.14356 0.137
H -2.16033 -0.06277 -1.10676 0.105
H -0.78500 -3.89400 -2.77788 0.175
H 1.04785 -3.00394 -3.70584 0.145
H 1.48646 -1.79684 -2.40246 0.092
H 2.14192 -4.26858 -1.00287 0.085
H 2.45408 -4.68635 -2.83979 0.146
H 4.21542 -4.06742 -0.40491 0.115
H 2.01096 -1.52482 -0.31012 0.051
H 1.60754 0.19434 1.64734 0.083
H 3.52669 0.68169 3.49807 0.095
H 5.87743 -0.69190 3.25553 0.092
H 6.28085 -2.47212 1.27499 0.102
H 0.76813 -5.86134 -0.72053 0.118
H -0.94602 -5.98461 -1.35748 0.150
H -1.92587 -6.25064 0.90591 0.104
H -0.41913 -7.30770 0.82019 0.139
H -2.20712 -5.93376 3.38512 0.094
H -1.38424 -4.89418 5.67444 0.094
H 1.17813 -3.87987 5.92163 0.098
H 2.82232 -4.00190 3.82716 0.098
H 2.00140 -5.04032 1.50063 0.081
H -2.75228 -4.27474 0.47974 0.191
H -3.76118 -1.72948 -0.01522 0.166
N -0.69367 5.99481 2.25869 0.063
C -1.10095 5.59528 1.04359 -0.192
C -2.42811 5.56672 0.64577 -0.112
C -3.39494 5.97040 1.55545 -0.079
C -3.00191 6.38652 2.81913 -0.069
C -1.64874 6.38190 3.11897 -0.146
H -0.30800 5.28624 0.36904 0.074
H -2.69929 5.23697 -0.34992 0.096
H -4.44448 5.96112 1.28201 0.109
H -3.72933 6.70773 3.55411 0.104
H -1.29137 6.70187 4.09246 0.105
N -2.92949 10.15648 -2.47941 0.056
C -2.20848 9.65368 -3.49425 -0.152
C -1.33235 8.58783 -3.36426 -0.077
C -1.18700 8.00704 -2.11271 -0.083
C -1.91878 8.50812 -1.04584 -0.078
C -2.77127 9.57510 -1.27985 -0.147
H -2.35422 10.14337 -4.45158 0.103
H -0.77771 8.22173 -4.21931 0.100
H -0.50975 7.17140 -1.97001 0.099
H -1.82948 8.07975 -0.05587 0.082
H -3.36741 9.99985 -0.47837 0.103
```

Output
Gap between HOMO and LUMO ... 5.8291 eV
LUMO level ... -5.06 eV
Total charge ... +1
HOMO level ... -0.4003 Ha
DFT total energy ... -59445.7601 eV
Energy above the lowest of the compared OMol25 structures with the same formula, charge and spin ... 7.507 eV

No. 2
Formula: C34H39AsBrGeN6OReS4
Source: OMol25
Level of theory: ωB97M-V/def2-TZVPD

XYZ file:
```
88
Properties=species:S:1:pos:R:3:lowdin_charge:R:1
Re -0.72586 -1.50841 1.25496 0.868
N -1.93496 -4.46351 2.67616 0.197
C -2.29496 -3.38141 3.34696 -0.410
N -3.05536 -3.57151 4.41546 0.191
C -3.41636 -2.50801 5.11956 -0.419
N -4.20986 -2.67861 6.16916 0.206
N -3.00596 -1.25351 4.82426 0.199
C -2.25636 -1.13131 3.75906 -0.277
N -1.87856 -2.14051 2.94106 -0.028
C -1.74706 0.19869 3.41176 -0.192
C -1.94246 1.29859 4.23746 0.033
C -1.36106 2.50499 3.88986 -0.009
C -0.63416 2.57389 2.70726 -0.014
C -0.50716 1.44229 1.92596 -0.092
N -1.03396 0.27009 2.27386 -0.097
H -2.27046 -5.34721 3.02206 0.133
H -1.35816 -4.42061 1.83926 -0.033
H -4.53306 -3.60411 6.39676 0.127
H -4.46006 -1.88821 6.73606 0.122
H -2.52866 1.15779 5.13126 0.121
H -1.46106 3.37169 4.52266 0.123
H -0.16176 3.48729 2.38846 0.123
H 0.04714 1.47049 0.99576 0.125
C 6.89254 0.40089 -0.71384 -0.053
C 6.17414 -0.17991 0.50326 -0.559
C 6.79574 -1.54361 0.83026 -0.035
C 6.36894 0.78809 1.67916 -0.035
C 4.68754 -0.36451 0.27826 -0.152
C 3.92534 -0.94811 1.28776 -0.073
C 2.57344 -1.07371 1.11276 -0.464
Br 1.52224 -1.87591 2.53126 0.889
C 1.86024 -0.64351 -0.03554 -0.366
O 0.56914 -0.69491 -0.07664 -0.332
C 2.65914 -0.13021 -1.09974 -0.061
C 4.02304 0.00949 -0.88504 0.038
C 2.10374 0.25599 -2.46924 -0.524
C 2.85144 -0.54991 -3.54554 -0.027
C 2.33584 1.75869 -2.69604 -0.031
C 0.61364 -0.02791 -2.65274 -0.072
H 7.94854 0.50639 -0.48294 0.090
H 6.51014 1.38709 -0.96534 0.088
H 6.80454 -0.25511 -1.57544 0.092
H 7.87134 -1.43881 0.92806 0.089
H 6.58864 -2.25361 0.03346 0.096
H 6.41004 -1.94971 1.75986 0.076
H 7.42974 0.91579 1.87286 0.089
H 5.89764 0.41899 2.58546 0.078
H 5.94504 1.76139 1.44016 0.092
H 4.37634 -1.28481 2.20756 0.109
H 4.60944 0.43569 -1.67964 0.101
H 3.91294 -0.32361 -3.56234 0.078
H 2.44344 -0.31621 -4.52544 0.092
H 2.72914 -1.61671 -3.37454 0.098
H 3.39044 2.01209 -2.64534 0.079
H 1.80764 2.34639 -1.94744 0.083
H 1.96904 2.04099 -3.67954 0.090
H 0.39934 -1.08741 -2.52794 0.038
H 0.32364 0.24619 -3.66454 0.092
H 0.00504 0.53869 -1.95074 0.062
S -1.75376 -2.89941 -3.27824 0.047
As -2.17916 -3.25401 -1.26324 -0.361
S -2.77416 -1.27811 0.05706 0.178
S -0.41966 -3.58761 0.02546 0.190
S -3.71586 -4.66111 -1.07294 -0.042
Ge -3.68106 0.65689 -0.85204 0.809
C -2.72926 2.38419 -0.59574 -0.339
C -1.86626 2.89589 -1.55614 -0.113
C -1.42896 4.20679 -1.47194 -0.069
C -1.85146 5.01149 -0.42644 -0.072
C -2.69276 4.50009 0.54856 -0.089
C -3.13396 3.19099 0.46306 -0.148
C -4.28016 0.05419 -2.64414 -0.355
C -3.48056 0.15559 -3.77514 -0.146
C -3.92676 -0.35711 -4.98104 -0.088
C -5.16896 -0.96191 -5.06264 -0.065
C -5.98286 -1.03821 -3.94484 -0.067
C -5.53566 -0.53811 -2.73394 -0.121
H -4.84196 0.65279 0.15666 -0.017
H -1.55576 2.27669 -2.38594 0.083
H -0.77886 4.61199 -2.23294 0.110
H -1.53826 6.04369 -0.38034 0.110
H -3.02416 5.13319 1.35946 0.109
H -3.82046 2.79819 1.20456 0.095
H -2.50746 0.62159 -3.71344 0.082
H -3.30386 -0.29461 -5.85854 0.109
H -5.50556 -1.37741 -5.99944 0.110
H -6.96206 -1.48871 -4.01564 0.110
H -6.15876 -0.60101 -1.84934 0.097
```

Output
Gap between HOMO and LUMO (spin up / spin down) ... 4.0935 / 4.8600 eV
LUMO level (spin up / spin down) ... -5.44 / -4.71 eV
Multiplicity ... 2
Total charge ... +1
HOMO level (spin up / spin down) ... -0.3505 / -0.3518 Ha
DFT total energy ... -279745.2037 eV

No. 3
Formula: C34H39BrCuN4O2P2
Source: OMol25
Level of theory: ωB97M-V/def2-TZVPD

XYZ file:
```
83
Properties=species:S:1:pos:R:3:lowdin_charge:R:1
Cu 0.19914 0.39830 1.56663 0.146
C -1.78732 1.83753 -4.90126 -0.116
C -1.91304 0.54035 -4.63846 -0.130
C -1.09646 -0.54969 -5.26927 -0.179
C 0.40939 -0.23450 -5.43260 -0.187
C 1.04146 0.54767 -4.31264 -0.117
C 1.09719 1.88982 -4.28750 -0.085
C 0.58083 2.72934 -5.42938 -0.181
C -0.85344 2.40518 -5.92702 -0.189
C 1.50720 1.23561 2.81008 -0.162
H -2.47161 2.58105 -4.48857 0.088
H -2.74720 0.15333 -4.03509 0.091
H -1.48535 -0.79083 -6.27749 0.122
H -1.22261 -1.46649 -4.66728 0.101
H 0.91961 -1.20458 -5.50162 0.110
H 0.55480 0.27735 -6.39458 0.102
H 1.63650 -0.06210 -3.62659 0.075
H 1.61607 2.43914 -3.50507 0.099
H 1.22144 2.64704 -6.32499 0.118
H 0.61776 3.78799 -5.11897 0.107
H -1.29126 3.35942 -6.25235 0.110
H -0.80169 1.75307 -6.80705 0.104
H 0.93137 1.82799 3.53290 0.008
H 2.40508 1.78153 2.49161 -0.008
H 1.82056 0.30004 3.30133 0.001
P 1.75313 -0.31512 0.20109 0.990
P -1.12129 -0.84791 0.36216 1.002
N 2.83069 0.92143 -0.36323 -0.216
N 2.89226 -1.44960 0.82064 -0.211
N -1.94038 0.55288 -0.30242 -0.202
N -2.52746 -1.68964 0.81517 -0.220
C 1.09204 -1.09529 -1.29161 -0.330
C -0.31710 -1.70439 -1.02885 -0.301
C 2.68528 2.26455 0.00196 -0.147
C 3.69316 2.99607 -0.58780 -0.086
C 4.50001 2.08926 -1.34737 -0.086
C 3.96457 0.82056 -1.18273 -0.119
C 3.71214 -1.15433 1.93263 -0.106
C 4.40782 -2.30028 2.26915 -0.070
C 3.98780 -3.34425 1.37742 -0.073
C 3.06922 -2.79098 0.49193 -0.123
C -1.89394 1.85714 0.23175 -0.106
C -2.31950 2.74419 -0.74494 -0.061
C -2.72127 1.97712 -1.87137 -0.074
C -2.45868 0.64455 -1.57857 -0.162
C -3.72440 -1.80242 0.09454 -0.120
C -4.57914 -2.65812 0.77228 -0.081
C -3.90031 -3.09014 1.96180 -0.077
C -2.65287 -2.49158 1.96444 -0.097
H 1.80614 -1.85488 -1.66263 0.087
H 0.99884 -0.29880 -2.04208 0.050
H -0.94901 -1.65905 -1.93930 0.079
H -0.20395 -2.76831 -0.74225 0.102
H 1.90076 2.54997 0.68265 0.079
H 3.84315 4.06281 -0.47976 0.096
H 5.37184 2.34091 -1.93408 0.094
H 4.28270 -0.15005 -1.54167 0.110
H 3.70438 -0.17149 2.38334 0.097
H 5.14705 -2.37813 3.04481 0.095
H 4.32064 -4.36244 1.38213 0.089
H 2.52288 -3.21182 -0.33503 0.091
H -1.59039 2.02162 1.25582 0.100
H -2.34565 3.82453 -0.67866 0.101
H -3.13353 2.35031 -2.78789 0.073
H -2.58970 -0.25631 -2.15543 0.075
H -3.86896 -1.23982 -0.80948 0.082
H -5.56851 -2.95077 0.44418 0.093
H -4.29560 -3.76123 2.71156 0.095
H -1.83971 -2.53919 2.66804 0.086
Br -2.18373 2.00102 5.05357 0.805
C -1.70197 0.49376 6.07592 -0.596
C -1.98695 0.51842 7.45717 -0.136
C -1.60044 -0.52831 8.29174 -0.088
C -0.90955 -1.61772 7.74690 -0.080
C -0.65396 -1.65973 6.37099 -0.020
C -1.03014 -0.60937 5.50855 -0.142
C -0.66041 -0.76456 4.04016 -0.614
O -0.03395 -1.80536 3.72791 -0.033
O -1.01747 0.16759 3.22113 -0.231
H -2.52459 1.36941 7.85593 0.089
H -1.83997 -0.48238 9.35400 0.103
H -0.57239 -2.43380 8.39179 0.102
H -0.11805 -2.51405 5.93714 0.118
```

Output
Gap between HOMO and LUMO (spin up / spin down) ... 7.2118 / 7.9737 eV
LUMO level (spin up / spin down) ... 0.00 / -0.47 eV
Multiplicity ... 2
Total charge ... 0
HOMO level (spin up / spin down) ... -0.2651 / -0.3101 Ha
DFT total energy ... -179202.6376 eV
Energy above the lowest of the compared OMol25 structures with the same formula, charge and spin ... 0.000 eV